Entry 1:
161
Properties=species:S:1:pos:R:3:forces:R:3 method="wB97M-V/def2-TZVPD" smiles="C=C[C@@H](O[C@@H](CCCSC(=S)N(CC)CC)CCC(=O)O)[C@](N)(CCCCS(=O)(=O)O)NCCCC.C[C@@H]1COC(=O)O1.C[C@@H]1COC(=O)O1.C[C@@H]1COC(=O)O1.C[C@@H]1COC(=O)O1.C[C@@H]1COC(=O)O1.C[C@@H]1COC(=O)O1" homo_energy_ev=-7.45 charge=0 energy_ha=-5043.2634 homo_lumo_gap_ev=7.42
C 8.961687 -0.738558 0.681662 -1.2 0.4 -0.7
C 7.878872 -0.205310 -0.014293 0.3 -0.3 0.4
C 6.959343 -1.097646 -0.898176 0.1 -0.5 2.2
O 5.560892 -0.917473 -0.711561 0.7 0.2 -0.1
C 5.091945 0.429758 -0.647408 -1.1 0.3 -1.0
C 3.802333 0.488514 -1.571007 0.1 1.2 1.2
C 2.497838 -0.044526 -0.899629 -0.7 0.0 -1.5
C 1.302901 0.440254 -1.807261 0.7 0.4 -0.4
S -0.298078 -0.305122 -1.311209 -0.4 0.8 -0.4
C -1.367649 0.076181 -2.765445 0.8 -0.6 -0.9
S -0.858947 -0.548706 -4.211967 -0.6 0.4 1.1
N -2.541743 0.900235 -2.621621 0.6 -0.5 -0.6
C -2.141447 2.241669 -3.133736 0.0 1.5 0.8
C -3.343276 3.180991 -3.451399 -0.6 0.1 -0.3
C -3.699995 0.349611 -3.377579 -0.4 -1.1 -0.4
C -3.957626 -1.185065 -3.100493 -0.1 0.6 -0.2
C 4.801164 0.795941 0.837215 -0.4 -0.1 -0.1
C 4.096709 2.178651 1.052519 -0.1 0.4 0.4
C 4.574630 3.299161 0.092433 -0.2 -0.4 0.8
O 5.736835 3.447737 -0.167207 -0.8 0.1 -0.5
O 3.579201 4.138037 -0.411107 0.9 -0.2 0.9
C 7.419687 -1.109742 -2.416484 0.7 0.1 -1.4
N 6.554814 -0.285690 -3.281748 0.4 0.0 0.7
C 7.419676 -2.555589 -3.046197 -0.4 -1.0 1.0
C 6.258128 -3.486081 -2.560172 0.2 -0.2 -0.7
C 4.820312 -2.939054 -2.859337 -0.5 -1.2 0.9
C 4.200479 -3.687735 -4.098553 0.2 0.3 1.6
S 2.429415 -3.219075 -4.128365 -0.5 2.2 -1.0
O 2.394663 -1.775799 -3.906309 0.3 -1.6 0.0
O 1.755145 -3.671080 -5.330999 0.7 -0.4 1.5
O 1.821723 -3.903369 -2.763610 0.5 0.0 -1.3
N 8.841130 -0.606654 -2.453916 -0.6 -0.2 -0.7
C 9.441242 -0.673962 -3.806671 1.4 -0.5 -0.4
C 10.531785 0.433818 -4.055332 -0.8 -0.2 0.5
C 9.948978 1.780534 -4.572994 0.5 0.4 -0.6
C 9.091585 1.653973 -5.880427 -0.7 0.0 0.9
H 8.778546 -1.505046 1.462492 0.7 -0.7 -1.6
H 9.962971 -0.322039 0.452442 -0.7 0.6 1.6
H 7.685086 0.882851 0.131565 0.8 -0.4 -1.8
H 7.177034 -2.132461 -0.516347 -0.2 0.7 -0.3
H 5.779812 1.178132 -1.111999 -0.1 -0.9 0.5
H 3.664323 1.581681 -1.800875 -0.1 -0.8 0.1
H 3.988725 0.004526 -2.552069 0.0 0.2 0.8
H 2.541210 -1.161035 -0.919742 -0.2 0.8 0.4
H 2.288373 0.367709 0.107461 0.5 -0.5 -0.4
H 1.197904 1.550468 -1.712225 0.1 -0.8 0.0
H 1.552790 0.237952 -2.873032 -0.4 -0.2 0.8
H -1.534347 2.732992 -2.328985 -0.4 -0.5 -0.6
H -1.480176 2.198428 -4.030838 -0.5 -0.3 0.4
H -3.076096 4.261118 -3.374154 0.1 -0.8 0.0
H -4.221173 3.027687 -2.781613 0.8 0.0 -0.3
H -3.729443 3.033096 -4.489982 0.4 0.0 0.8
H -4.643997 0.865525 -3.106506 1.0 0.1 -0.1
H -3.527010 0.469901 -4.477908 -0.2 0.1 0.8
H -5.030312 -1.322701 -2.879450 0.8 0.0 -0.2
H -3.397760 -1.561614 -2.224008 -0.1 0.2 -0.7
H -3.729204 -1.731449 -4.041722 0.0 0.0 0.9
H 4.115276 0.008599 1.235461 0.6 0.6 -0.2
H 5.718131 0.760509 1.462925 -0.4 0.0 -0.6
H 2.984074 2.119889 1.052527 0.8 -0.1 -0.3
H 4.367417 2.521275 2.085507 -0.2 -0.1 -0.8
H 3.057638 4.440173 0.358364 -0.1 -0.4 -0.6
H 6.858101 0.688784 -3.275455 -0.1 -0.3 0.0
H 6.567870 -0.638275 -4.235466 0.1 0.2 0.3
H 8.379615 -3.052587 -2.748142 -0.7 0.4 -0.2
H 7.423528 -2.564468 -4.161472 0.0 0.5 0.7
H 6.409495 -3.767588 -1.490531 -0.3 0.5 -0.7
H 6.367155 -4.457640 -3.111464 0.0 0.7 0.4
H 4.749800 -1.839301 -2.930706 0.2 -0.8 -0.2
H 4.179325 -3.233601 -1.989607 0.5 0.4 -0.6
H 4.320976 -4.785961 -3.951464 -0.3 0.8 -0.4
H 4.730189 -3.325494 -5.002832 -1.0 -0.4 0.1
H 0.878624 -3.638111 -2.708894 0.4 0.0 -0.1
H 9.378830 -1.285183 -1.903844 -0.2 0.6 0.1
H 8.719555 -0.664768 -4.648194 0.2 0.1 0.7
H 9.990371 -1.651536 -3.884478 -0.5 0.6 -0.2
H 11.029301 0.589764 -3.066034 -0.1 0.0 -0.8
H 11.268249 0.010926 -4.782351 -0.5 0.5 0.5
H 10.805369 2.463294 -4.810497 -0.6 -0.5 0.3
H 9.355306 2.325292 -3.797030 0.4 -0.6 -0.4
H 8.963226 2.662640 -6.339003 0.2 -0.9 0.1
H 9.484221 0.901228 -6.597118 0.0 0.7 0.3
H 8.060420 1.313867 -5.604030 0.7 0.2 -0.3
C -1.323596 -2.985138 4.076048 0.1 0.4 0.0
C -1.894264 -3.357593 2.726257 0.4 0.1 0.7
C -0.876053 -3.916552 1.771839 0.2 -0.3 -0.1
O -1.432913 -3.566225 0.502540 -0.1 0.3 0.0
C -2.175224 -2.440713 0.696182 -0.2 0.3 -0.1
O -2.611008 -1.761583 -0.181642 0.0 -0.3 0.4
O -2.349175 -2.193241 2.018977 0.1 -0.1 -0.7
H -2.084178 -2.517400 4.696861 0.1 -0.1 0.0
H -0.938637 -3.862328 4.596640 -0.1 0.0 -0.1
H -0.516912 -2.255237 3.967146 0.0 -0.1 -0.1
H -2.738860 -4.029181 2.845277 0.1 0.0 -0.2
H -0.762791 -4.996340 1.862287 -0.1 0.0 -0.2
H 0.107319 -3.444578 1.859958 -0.1 0.1 0.1
C -8.709611 -2.124353 -0.119437 0.4 -0.5 0.0
C -8.474580 -0.906735 -0.980802 -0.3 -0.7 0.7
C -9.520155 -0.686267 -2.040662 -0.3 0.2 0.0
O -8.789200 0.018301 -3.045933 0.3 -0.1 0.0
C -7.488200 -0.368032 -2.927845 0.4 0.0 -0.2
O -6.637445 -0.135693 -3.728808 -0.8 0.1 0.1
O -7.290143 -1.056565 -1.773025 -0.1 0.4 -0.5
H -7.877278 -2.264071 0.572978 -0.1 0.1 0.0
H -9.627808 -2.032872 0.456253 0.6 -0.2 -0.3
H -8.764243 -3.030509 -0.729012 0.0 0.1 -0.1
H -8.349309 -0.019358 -0.351837 0.0 0.0 -0.1
H -10.359677 -0.092276 -1.686849 0.1 0.1 -0.2
H -9.896517 -1.616885 -2.475646 0.1 -0.1 0.1
C -6.858041 -2.839917 7.000909 -0.1 -0.4 0.1
C -5.491509 -2.769541 6.361298 -0.7 0.1 0.5
C -5.490704 -2.155052 4.990821 -0.1 0.4 -0.1
O -4.354902 -2.775869 4.386342 0.0 -0.5 0.1
C -4.202750 -3.987609 4.984862 -0.1 -0.5 0.2
O -3.483466 -4.854915 4.584037 -0.5 0.2 0.4
O -4.980973 -4.085494 6.091761 0.5 0.0 -0.6
H -6.802705 -3.360914 7.958134 0.0 0.2 0.0
H -7.263428 -1.842210 7.168787 0.1 0.0 0.0
H -7.552981 -3.404877 6.374676 0.1 0.1 -0.1
H -4.789639 -2.266552 7.025617 0.0 0.0 -0.1
H -5.375345 -1.071623 5.014722 0.2 -0.1 -0.1
H -6.376557 -2.408170 4.401102 0.0 0.0 0.1
C -8.362337 2.786189 6.766979 -0.3 -0.3 0.2
C -6.963366 2.456364 7.231595 -0.7 0.4 -0.3
C -5.948510 2.391328 6.122551 0.3 0.3 -0.2
O -4.983170 1.479907 6.652465 -0.2 -0.3 0.2
C -5.646620 0.658024 7.507344 0.1 -0.2 0.2
O -5.194333 -0.345642 7.966434 -0.1 0.5 -0.1
O -6.896118 1.127393 7.764163 0.6 -0.2 -0.1
H -9.060636 2.745449 7.604649 0.1 0.1 0.0
H -8.402735 3.782736 6.325220 0.1 0.0 0.0
H -8.710854 2.058084 6.031210 0.1 0.0 0.0
H -6.652874 3.150267 8.018743 0.1 -0.1 0.0
H -5.493423 3.357421 5.908992 0.2 -0.1 0.1
H -6.348098 1.970937 5.195386 -0.1 0.0 0.1
C 8.389770 4.831363 0.888620 0.1 0.0 0.4
C 8.954693 6.201506 0.600733 -0.4 -0.8 0.1
C 9.899196 6.240382 -0.569531 -0.1 0.1 -0.4
O 10.740778 7.347363 -0.241360 0.0 0.0 0.3
C 10.759077 7.439381 1.117073 0.3 0.2 0.3
O 11.516009 8.117299 1.737338 -0.2 -0.2 -0.2
O 9.798339 6.648991 1.669551 0.3 0.4 -0.3
H 7.773153 4.855963 1.789031 -0.1 0.0 -0.1
H 7.781029 4.475583 0.058731 0.0 0.1 0.0
H 9.189625 4.110651 1.075490 0.1 0.1 -0.1
H 8.143981 6.927917 0.485416 0.1 0.0 -0.1
H 9.389498 6.408735 -1.517440 0.1 0.2 0.0
H 10.521884 5.345065 -0.651397 -0.1 -0.1 0.1
C -14.524089 -0.057592 1.645762 -0.1 -0.2 0.4
C -13.030726 0.119214 1.503216 -0.9 0.1 -0.1
C -12.465918 -0.450200 0.230892 0.0 0.2 -0.5
O -11.117437 -0.759677 0.604060 -0.7 0.3 0.7
C -11.140092 -1.008430 1.951935 0.1 -0.1 0.5
O -10.241919 -1.492453 2.563941 -0.2 0.2 -0.2
O -12.326192 -0.632653 2.496494 0.5 -0.1 -0.3
H -14.859043 0.308997 2.617416 0.0 0.1 -0.1
H -15.058491 0.483631 0.863844 0.1 0.0 0.0
H -14.798246 -1.113468 1.596397 0.1 0.0 -0.1
H -12.761157 1.173034 1.624672 0.1 0.0 -0.1
H -12.485062 0.263738 -0.592040 0.2 -0.1 0.0
H -12.955805 -1.374907 -0.085684 -0.1 0.0 0.1



Entry 2:
29
Properties=species:S:1:pos:R:3:forces:R:3 method="wB97M-V/def2-TZVPD" smiles="N=C=C(SCC1CC1)C1CC1.C=N" homo_energy_ev=-7.43 charge=0 energy_ha=-898.1356 homo_lumo_gap_ev=8.28 relative_energy_kj_mol=570.1
N -2.850119 -1.139818 -2.027137 -0.5 -1.3 -0.3
C -2.084296 -0.982484 -1.117512 0.6 0.8 0.2
C -1.277127 -0.827090 -0.081523 -0.1 -1.4 0.9
S 0.423814 -1.385460 0.030268 0.0 -0.1 -0.1
C 1.349181 -0.385774 -1.214001 -1.6 -0.3 1.3
C 2.793523 -0.506359 -0.998765 1.8 -1.4 -0.8
C 3.636964 0.734340 -1.109630 -2.3 -0.3 1.7
C 3.490885 0.040207 0.226536 -1.2 1.0 1.6
C -1.842117 -0.658829 1.304708 -2.0 0.9 1.0
C -3.254558 -1.308061 1.811866 0.4 0.9 -3.0
C -1.962151 -1.728023 2.349142 -0.5 0.9 1.0
H -3.253745 -0.618980 -2.784927 0.4 0.6 0.3
H 0.969508 -0.784484 -2.132056 0.3 0.2 -0.9
H 0.987058 0.597180 -0.997748 -0.2 0.7 -0.3
H 3.195030 -1.427435 -1.471064 0.0 0.6 0.7
H 3.032385 1.591930 -1.264155 -0.4 0.9 0.1
H 4.559016 0.838975 -1.523770 2.5 -0.4 -1.4
H 4.367812 -0.480120 0.640491 -0.5 0.2 -0.4
H 2.854164 0.559465 1.063976 1.1 -1.1 -1.8
H -1.626792 0.327976 1.751922 -0.2 -0.5 -0.3
H -3.659440 -1.959227 1.071065 -0.1 -0.5 -0.7
H -4.093532 -0.727533 2.178507 0.7 0.3 0.9
H -1.950122 -1.409148 3.372714 1.2 0.0 0.5
H -1.651600 -2.708981 2.148229 0.5 -1.2 -0.2
C -0.170002 3.161187 -0.184448 0.0 0.2 -0.6
N -0.582167 1.963340 -0.194770 0.1 0.5 -0.2
H -0.740471 4.100967 -0.312290 -0.3 -0.6 0.1
H 0.920535 3.375995 -0.155230 -0.5 -0.5 0.4
H -1.581638 1.746243 -0.380390 0.7 0.8 0.5



Entry 3:
13
Properties=species:S:1:pos:R:3:forces:R:3 method="wB97M-V/def2-TZVPD" homo_energy_ev=-13.34 charge=+1 energy_ha=-562.8363 homo_lumo_gap_ev=7.86 relative_energy_kj_mol=351.5
C 1.162642 0.562663 0.008207 1.5 -0.3 -1.6
C -0.965242 1.618965 0.063415 0.9 3.0 0.7
C 0.637411 -0.634759 -0.058166 -0.4 1.1 -0.2
C 0.506757 -2.074544 -0.076924 -0.9 1.2 0.3
N 0.434945 1.731930 0.049395 -0.1 -0.4 0.1
N -1.482990 0.509884 -0.064711 2.5 -3.1 -0.1
I -3.232867 -0.343262 0.108094 -0.8 0.0 0.0
H 2.299289 0.708304 -0.286592 -2.2 -0.6 1.1
H -1.525075 2.554154 0.231580 0.4 -0.3 -0.2
H 0.420837 -2.384518 0.948447 0.6 -0.7 0.4
H -0.516316 -2.183664 -0.440972 -0.1 -0.5 -0.6
H 1.228821 -2.597516 -0.713917 -0.2 0.2 0.1
H 1.031789 2.532366 0.232148 -1.1 0.4 -0.1